14
Properties=species:S:1:pos:R:3 method="wB97M-V/def2-TZVPD" charge=+1 relative_energy_kj_mol=168.9 homo_lumo_gap_ev=8.596 fmax_ev_per_a=4.83 e_tot_ev=-7806.3526
O 1.739 -1.232 0.175
N -0.866 -1.409 0.210
C -1.071 -0.099 0.338
C 2.803 0.959 -0.255
C 2.361 -0.239 0.057
C -2.221 0.603 -0.157
H 2.639 1.693 0.481
H -0.357 0.465 0.873
H 0.148 -1.783 0.487
H -2.830 0.885 0.740
H -2.893 -0.081 -0.698
H -1.293 -2.054 -0.405
H -1.722 1.276 -0.889
H 3.565 1.017 -0.957

---

14
Properties=species:S:1:pos:R:3 method="wB97M-V/def2-TZVPD" charge=+1 relative_energy_kj_mol=516.6 homo_lumo_gap_ev="8.825 / 7.220" fmax_ev_per_a=3.43 e_tot_ev=-7802.7488
O -0.187 -0.390 -0.313
N -0.670 0.315 -2.577
C 0.210 -0.663 2.105
C 0.761 -1.238 3.296
C 0.646 0.662 -2.031
C 0.158 -0.689 0.842
H -0.858 -0.505 -1.949
H 1.477 -0.617 3.767
H 0.027 -1.332 4.157
H 1.465 0.333 -2.587
H 0.641 1.628 -1.738
H -1.305 1.070 -2.596
H 1.241 -2.094 3.002
H -0.653 -0.044 -3.553

---

14
Properties=species:S:1:pos:R:3 method="wB97M-V/def2-TZVPD" charge=+1 relative_energy_kj_mol=550.0 homo_lumo_gap_ev="8.721 / 8.859" fmax_ev_per_a=4.60 e_tot_ev=-7802.4026
O -2.275 0.292 -0.371
N -0.378 0.009 0.512
C 0.693 -0.176 -0.368
C 2.060 0.236 0.053
C -1.177 1.104 -0.094
C -1.624 -0.813 0.194
H -0.190 0.092 1.447
H -1.396 -1.486 -0.553
H -0.939 1.697 -0.936
H 2.200 0.113 1.136
H -2.288 -1.436 1.027
H 2.275 1.183 -0.210
H 0.309 -0.310 -1.381
H 2.728 -0.507 -0.456